1.
A molecular structure, C21H13ClCoF3NO4STe in a non-equilibrium geometry. Source: the Open Molecules 2025 dataset; level of theory: wB97M-V/def2-TZVPD.

Geometry as XYZ:
```
46
Properties=species:S:1:pos:R:3:mulliken_charge:R:1
Co -1.28193 0.34152 -0.95005 0.77
Cl 4.37847 4.77642 -0.95165 -0.29
C 3.19117 3.50082 -1.04515 0.43
C 3.63757 2.18572 -1.14965 -0.76
C 2.70117 1.17692 -1.24985 -0.36
C 1.32167 1.44002 -1.31775 0.26
O 0.49827 0.46192 -1.46845 -0.72
C 0.88997 2.81142 -1.19245 1.42
C -0.48923 3.10652 -1.19825 -0.76
O -1.42633 2.30872 -1.48925 -0.51
C 1.85987 3.82272 -1.03605 -1.05
H 4.69327 1.95632 -1.15415 0.43
H 3.00667 0.14292 -1.31585 0.42
H -0.77833 4.12312 -0.88035 0.35
H 1.54277 4.85082 -0.93455 0.36
Te -1.28603 1.58912 1.35175 -0.09
C -1.27993 0.78722 3.31965 -0.20
C -0.21873 0.33702 4.05095 -0.26
C -0.53133 0.00802 5.38635 -0.58
C -1.84093 0.20322 5.68405 -0.45
S -2.70763 0.80132 4.31345 -0.17
H 0.76687 0.24732 3.62285 0.42
H 0.19167 -0.34948 6.09995 0.34
H -2.35173 0.04822 6.61525 0.35
F -6.21673 0.25422 -3.10625 -0.30
C -5.47843 -0.17308 -2.05545 0.73
F -5.88393 0.55842 -1.00515 -0.25
F -5.91103 -1.43528 -1.81155 -0.29
C -3.90043 -0.13488 -2.33155 0.49
O -3.57513 -0.44288 -3.46115 -0.67
O -3.25693 0.17202 -1.31765 -0.66
C -1.18783 -1.70038 -0.64635 -1.61
C 0.15477 -2.18698 -0.58405 1.08
C 0.90757 -2.41748 -1.75995 -0.38
C 2.20137 -2.85058 -1.70805 -0.82
C 2.82077 -3.10648 -0.46945 0.46
C 2.08427 -2.89418 0.71025 -0.68
C 0.79547 -2.44138 0.64895 -0.47
C 4.14957 -3.51838 -0.41805 0.21
N 5.25537 -3.85448 -0.38245 -0.67
H -1.76783 -1.92658 0.24855 0.46
H -1.70083 -2.01268 -1.55905 0.47
H 0.44697 -2.20918 -2.71485 0.39
H 2.77487 -3.00338 -2.61545 0.38
H 2.55607 -3.09558 1.66435 0.42
H 0.24487 -2.25848 1.56355 0.37
```

Spin multiplicity: 2
Charge: -2
Orbital gap (spin up / spin down) (eV): 5.279 / 5.534
Energy above the lowest of the compared OMol25 structures with the same formula, charge and spin (eV): 0.000
Expectation value of S²: 0.892

2.
2 unconnected molecules or ions with the total composition C17H20BF2N4O4 in a non-equilibrium geometry. Source: the Open Molecules 2025 dataset; level of theory: wB97M-V/def2-TZVPD.

Geometry as XYZ:
```
48
Properties=species:S:1:pos:R:3:mulliken_charge:R:1
C -2.83597 2.32726 -2.98914 -1.14
C -1.28076 2.76430 -2.77304 -0.05
C -0.47049 2.51194 -4.14609 -0.50
C 1.13455 2.56417 -3.99219 -0.70
N 1.76306 1.19174 -3.81931 -0.43
C 1.36260 0.66185 -2.48146 0.39
C 0.43854 -0.59521 -2.26838 -0.53
C 0.06890 -1.02009 -0.80422 -0.38
C 0.58993 -0.22931 0.47050 0.44
N 0.15349 -0.68717 1.76376 -0.52
C 0.68835 0.11565 2.81514 0.33
C 0.26695 -0.22167 4.34696 -0.50
C 0.04654 1.15361 5.17021 0.55
C -1.32369 2.00282 5.13958 -1.03
N 1.05330 1.64101 5.88185 -0.70
C 1.66406 1.30743 2.57874 -0.24
N 2.12169 1.78478 1.31200 -0.60
C 1.53177 0.98674 0.26700 0.47
C 1.89059 1.39232 -1.22404 -0.48
H -3.28294 2.91939 -3.87987 0.29
H -2.86329 1.20450 -3.26507 0.27
H -3.46471 2.45031 -2.04035 0.33
H -1.28062 3.87959 -2.50072 0.31
H -0.85203 2.17916 -1.88006 0.07
H -0.81296 3.34871 -4.87502 0.38
H -0.83696 1.51870 -4.59445 0.20
H 1.37661 3.27127 -3.12236 0.24
H 1.53237 3.09617 -4.94406 0.30
H 1.30201 0.63329 -4.56906 0.41
H 0.07526 -1.13795 -3.20201 0.30
H -0.61596 -1.96005 -0.72702 0.20
H -0.77345 -0.71089 4.27459 0.23
H 1.00436 -0.93627 4.86046 0.31
H -2.16631 1.40923 5.65268 0.27
H -1.23419 2.99355 5.73270 0.35
H -1.63977 2.30609 4.06624 0.24
H 0.73925 2.52571 6.34236 0.26
H 2.05608 1.85872 3.51403 0.36
H 2.57047 2.30697 -1.39740 0.33
B -0.26591 -6.91324 0.60853 0.53
O 0.94884 -6.13214 0.89954 -0.42
C 0.89261 -5.02216 0.16690 0.69
O 1.73935 -4.15831 0.16997 -0.62
C -0.33877 -5.02048 -0.62617 0.61
O -0.69120 -4.15385 -1.39637 -0.64
O -1.03116 -6.12777 -0.37671 -0.41
F -1.03767 -7.09106 1.80500 -0.37
F 0.08729 -8.18935 0.05584 -0.37
```

Charge: -1
Orbital gap (eV): 7.305

3.
12 unconnected molecules or ions with the total composition C4H32N2O12 in a non-equilibrium geometry. Source: the Open Molecules 2025 dataset; level of theory: wB97M-V/def2-TZVPD.

Geometry as XYZ:
```
50
Properties=species:S:1:pos:R:3:mulliken_charge:R:1
O 1.14943 -3.10403 -0.28530 -0.74
C 1.06101 -2.73032 0.87814 -0.09
N 1.60552 -1.57341 1.25293 0.14
C 1.72647 -1.10749 2.63711 -0.57
C 0.32242 -0.64662 3.22081 -0.59
C -0.27664 0.86286 3.14729 -0.34
N -1.59404 0.65273 2.47465 -0.45
H 0.48534 -3.27093 1.61473 0.50
H 2.07043 -0.97270 0.50839 0.06
H 2.06543 -1.86555 3.31782 0.40
H 2.35177 -0.18164 2.66266 0.19
H 0.29241 -1.05221 4.30525 0.34
H -0.30036 -1.41417 2.71818 0.29
H 0.28629 1.37852 2.35476 0.09
H -0.37123 1.44085 4.09956 0.40
H -1.38060 0.00533 1.75509 0.08
H -2.20933 0.25184 3.22652 0.20
H 3.88466 0.52748 -0.98792 0.26
H 4.05359 -0.85253 -1.71261 0.27
O 3.82453 -0.43122 -0.91754 -0.57
H 2.69942 2.80133 1.13379 0.30
H 3.41667 1.44970 1.19766 0.25
O 2.61581 1.92948 1.50152 -0.52
H 2.14806 4.17849 -1.10308 0.33
H 2.58906 2.63941 -1.19006 0.27
O 2.79325 3.47380 -0.83621 -0.63
H -2.84060 -1.00634 0.29828 0.33
H -2.99413 0.28412 -0.68054 0.35
O -2.98177 -0.07441 0.20809 -0.71
H 1.01140 1.78617 -4.24924 0.29
H -0.49990 1.68122 -4.48122 0.29
O 0.30893 1.24145 -4.47684 -0.57
H 2.45514 -1.36950 -4.10250 0.32
H 2.45949 0.04046 -3.52223 0.30
O 2.94730 -0.77774 -3.45795 -0.62
H -1.86640 3.18459 1.03883 0.26
H -2.49876 1.79534 1.21357 0.45
O -2.60680 2.70623 0.73598 -0.67
H -1.20566 -3.72821 -0.10090 0.25
H -0.25951 -3.63358 -1.11464 0.49
O -1.23396 -3.93000 -1.05395 -0.65
H -4.37831 -2.45124 -0.81218 0.28
H -4.57409 -0.84430 -0.63124 0.40
O -4.22449 -1.58091 -1.19826 -0.63
H -4.68340 1.99567 0.16722 0.34
H -4.09782 2.75990 -0.78866 0.30
O -4.50134 1.85756 -0.78768 -0.65
H -0.77597 1.05704 -0.29242 0.25
H 0.63472 0.63142 -0.40299 0.29
O 0.02283 1.29726 -0.75588 -0.54
```

Orbital gap (eV): 9.440
Energy above the lowest of the compared OMol25 structures with the same formula, charge and spin (eV): 5.728
SMILES string: NCCCNC=O.O.O.O.O.O.O.O.O.O.O.O

4.
A molecular structure, C37H55As2BCoN6S3 in a non-equilibrium geometry. Source: the Open Molecules 2025 dataset; level of theory: wB97M-V/def2-TZVPD.

Geometry as XYZ:
```
105
Properties=species:S:1:pos:R:3:mulliken_charge:R:1
Co -0.06409 0.25087 -0.34739 -1.06
C 2.03791 3.83648 2.78370 -1.93
C 0.60241 3.76746 2.34575 0.01
C -0.37209 4.56935 2.85059 -0.39
C -1.72222 4.46109 2.42525 -0.11
N -2.08407 3.53956 1.57241 -0.23
N -1.11800 2.74783 1.08743 0.58
B -1.55767 1.64971 0.10398 2.05
N -2.75675 0.84449 0.71072 0.46
N -3.96357 1.40013 0.49441 -0.27
C -5.00836 0.80268 1.00618 -0.11
C -4.85267 -0.38721 1.76726 -0.33
C -3.62921 -0.93904 1.97346 0.22
C -3.40834 -2.21227 2.73560 -1.88
C -2.53580 -0.26484 1.38300 0.22
S -0.89913 -0.79998 1.47851 -0.39
C -6.38588 1.41247 0.78222 2.27
C -7.30506 0.34155 0.17602 -1.79
C -6.31978 2.61749 -0.15648 -1.61
C -6.93185 1.85749 2.15054 -1.35
N -1.94985 2.18341 -1.27429 0.98
N -2.09841 3.51281 -1.42102 -0.65
C -2.62912 3.93455 -2.53369 -0.09
C -3.07024 3.00511 -3.52232 -0.36
C -2.87775 1.66605 -3.38626 -0.12
C -3.32089 0.65553 -4.40257 -1.72
C -2.20370 1.25793 -2.20618 0.96
S -1.65784 -0.34169 -1.89059 -0.55
C -2.74366 5.43930 -2.75973 2.14
C -1.65824 5.82181 -3.78248 -1.80
C -4.13090 5.78332 -3.31775 -1.73
C -2.52237 6.21309 -1.45734 -1.80
C 0.17259 2.81663 1.38848 0.38
S 1.25905 1.77140 0.52581 0.00
C -2.77357 5.43299 2.93243 2.22
C -2.77105 5.41812 4.47136 -1.88
C -4.16115 5.05687 2.41271 -1.44
C -2.40391 6.83954 2.42567 -1.48
H 2.23534 4.75746 3.33004 0.41
H 2.71667 3.78058 1.93379 0.43
H 2.26614 2.99114 3.43790 0.34
H -0.11671 5.30664 3.60422 0.48
H -5.72949 -0.87508 2.17936 0.44
H -4.33080 -2.55420 3.19850 0.40
H -2.65394 -2.07895 3.51537 0.42
H -3.04335 -2.99447 2.06524 0.39
H -6.89487 -0.05040 -0.75915 0.35
H -8.27831 0.78424 -0.04257 0.48
H -7.47420 -0.49783 0.85717 0.36
H -6.00612 2.31646 -1.16253 0.29
H -5.61746 3.37333 0.20353 0.05
H -7.31309 3.06606 -0.22698 0.53
H -7.05422 1.01148 2.83356 0.36
H -7.91199 2.32362 2.02156 0.48
H -6.26726 2.58679 2.62208 0.13
H -3.56838 3.37777 -4.41206 0.42
H -3.65924 1.14173 -5.31471 0.44
H -4.14382 0.05598 -4.00443 0.33
H -2.51256 -0.03600 -4.64709 0.34
H -1.79725 5.30151 -4.73469 0.39
H -0.66161 5.58492 -3.39921 0.35
H -1.70016 6.89529 -3.97874 0.47
H -4.28134 5.40652 -4.33216 0.44
H -4.24327 6.86790 -3.35996 0.46
H -4.92665 5.38862 -2.67758 0.26
H -1.57323 5.95409 -0.98707 0.33
H -3.32513 6.00902 -0.74054 0.23
H -2.51985 7.28122 -1.67519 0.53
H -2.88059 4.40106 4.86285 0.36
H -3.61326 6.01006 4.83557 0.48
H -1.86072 5.85585 4.89297 0.38
H -4.50258 4.11080 2.84428 0.32
H -4.16946 4.95347 1.32509 -0.21
H -4.87041 5.83798 2.69421 0.53
H -1.40091 7.13863 2.74380 0.38
H -3.11038 7.56833 2.83023 0.49
H -2.44769 6.88983 1.33343 0.16
C 5.70427 -0.36299 0.97904 -1.24
As 3.82662 -0.76199 0.66327 0.47
C 3.57421 -2.12783 2.03164 -1.23
C 3.98571 -1.93630 -0.87812 0.06
C 4.95419 -2.93738 -0.93124 -0.32
C 5.01423 -3.82018 -2.00131 -0.93
C 4.09155 -3.71728 -3.03232 -0.77
C 3.12572 -2.72277 -3.00275 -0.43
C 3.08887 -1.81590 -1.94233 0.23
As 1.79108 -0.36441 -2.03212 0.78
C 1.04448 -0.60244 -3.80362 -1.61
C 2.88483 1.19441 -2.38242 -1.13
H 6.28416 -1.27250 1.12768 0.41
H 5.78458 0.25542 1.87037 0.41
H 6.10418 0.18708 0.12896 0.36
H 4.36736 -2.87168 1.98558 0.44
H 2.61382 -2.61766 1.88077 0.33
H 3.58263 -1.65384 3.01092 0.41
H 5.66592 -3.04029 -0.12203 0.27
H 5.76894 -4.59709 -2.02290 0.40
H 4.12137 -4.41110 -3.86474 0.41
H 2.41203 -2.66887 -3.81064 0.39
H 1.85779 -0.69681 -4.51586 0.58
H 0.46123 0.28215 -4.03972 0.35
H 0.39841 -1.47254 -3.85170 0.48
H 3.56810 0.95338 -3.19123 0.46
H 3.44414 1.47523 -1.49604 0.34
H 2.23866 2.01959 -2.67391 0.39
```

Spin multiplicity: 2
Charge: +2
Orbital gap (spin up / spin down) (eV): 4.987 / 6.855
Expectation value of S²: 1.073

| no. | E_tot (hartree) |
| --- | --- |
| 1 | -3972.617320 |
| 2 | -1404.435440 |
| 3 | -1183.891056 |
| 4 | -8844.743745 |